Below is a structure of composition C8H8N3 in a non-equilibrium geometry, with properties calculated with ωB97M-V/def2-TZVPD.

Calculated values
- highest occupied orbital energy (alpha / beta) (Ha) = -0.481 / -0.481
- LUMO (alpha / beta) (eV) = -5.867 / -5.869
- 2S+1 = 1
- total charge = +1
- Kohn-Sham gap (alpha / beta) (Ha) = 0.2654 / 0.2655

Geometry as XYZ:
```
19
C8H8N3 | OMol25 | ωB97M-V/def2-TZVPD
C 2.288 -2.396 0.862
C 2.279 -1.264 0.177
C 1.087 -2.979 1.384
C 1.003 -0.593 -0.177
C 0.815 0.401 -1.093
C -0.142 -1.273 0.405
C -1.341 1.163 -0.356
C -1.543 2.593 -0.521
N -0.055 -2.387 1.236
N -1.483 -1.008 0.346
N -1.837 0.207 0.181
H 3.161 -2.977 1.037
H 3.126 -0.719 -0.172
H 1.156 -3.760 2.095
H -0.182 0.900 -1.139
H -2.536 2.764 -0.341
H -1.240 2.814 -1.578
H -0.906 3.111 0.230
H -2.248 -1.658 0.403
```



Below is the ion C8H8N3O2 with charge -1 in a non-equilibrium geometry, with properties calculated with ωB97M-V/def2-TZVPD.

Calculated values
- highest occupied orbital energy (Ha) = -0.142
- LUMO (eV) = 3.682
- SMILES string = NN1c2ccccc2CN1C(=O)[O-]
- 2S+1 = 1
- total charge = -1
- Kohn-Sham gap (Ha) = 0.2774

Geometry as XYZ:
```
21
C8H8N3O2 | OMol25 | ωB97M-V/def2-TZVPD
N -1.389 -2.250 -0.294
N -0.738 -1.059 -0.652
C 0.315 -0.508 -0.080
C 1.332 -1.146 0.616
C 2.537 -0.481 0.956
C 2.697 0.800 0.534
C 1.666 1.467 -0.172
C 0.470 0.834 -0.455
C -0.818 1.298 -1.075
N -1.832 0.275 -0.842
C -2.623 0.270 0.525
O -3.195 -0.819 0.590
O -2.636 1.319 1.169
H -1.733 -2.673 -1.115
H -2.199 -1.876 0.326
H 1.299 -2.213 0.867
H 3.355 -1.069 1.390
H 3.476 1.359 0.845
H 1.849 2.516 -0.306
H -1.132 2.319 -0.656
H -0.703 1.637 -2.172
```



Below is a cluster of 2 separate species, C8H8N4O4 in total in a non-equilibrium geometry, with properties calculated with ωB97M-V/def2-TZVPD.

Calculated values
- highest occupied orbital energy (Ha) = -0.338
- LUMO (eV) = 0.255
- SMILES string = O=c1cc[nH]c(=O)[nH]1.O=c1cc[nH]c(=O)[nH]1
- 2S+1 = 1
- total charge = 0
- Kohn-Sham gap (Ha) = 0.3469

Geometry as XYZ:
```
24
C8H8N4O4 | OMol25 | ωB97M-V/def2-TZVPD
O 2.976 1.520 -2.250
C 2.861 1.374 -1.063
C 1.939 0.454 -0.336
C 1.775 0.614 0.995
N 2.485 1.465 1.782
C 3.373 2.339 1.259
O 4.082 3.092 1.888
N 3.538 2.206 -0.137
H 1.354 -0.143 -0.942
H 1.222 -0.078 1.691
H 2.231 1.624 2.787
H 4.248 2.823 -0.410
O -0.228 -0.848 -1.282
C -1.371 -1.096 -0.941
C -2.489 -1.404 -1.849
C -3.679 -1.728 -1.335
N -3.911 -1.749 0.017
C -2.934 -1.478 0.970
O -3.140 -1.533 2.157
N -1.705 -1.147 0.414
H -2.300 -1.394 -2.918
H -4.547 -1.971 -1.953
H -4.824 -1.999 0.386
H -0.958 -0.942 1.069
```



Below is the ion C8H8NOS with charge +1 in a non-equilibrium geometry, with properties calculated with ωB97M-V/def2-TZVPD.

Calculated values
- highest occupied orbital energy (alpha / beta) (Ha) = -0.483 / -0.483
- LUMO (alpha / beta) (eV) = -6.077 / -6.075
- 2S+1 = 1
- total charge = +1
- Kohn-Sham gap (alpha / beta) (Ha) = 0.2601 / 0.2602

Geometry as XYZ:
```
19
C8H8NOS | OMol25 | ωB97M-V/def2-TZVPD
C -0.133 1.340 -1.092
C 0.697 0.299 -1.171
C -0.653 -2.246 0.066
C -1.918 -1.884 0.220
C -1.097 1.684 0.036
C 1.048 -0.554 0.021
C -2.192 0.972 0.255
C 2.233 -0.003 0.732
N 0.489 -1.614 0.362
O -0.755 2.694 0.836
S -2.934 -0.403 -0.081
H -0.365 2.119 -1.796
H 1.423 -0.053 -1.873
H -0.653 -3.360 -0.202
H -2.510 -2.779 0.124
H 2.993 -0.841 1.053
H 2.677 0.692 0.176
H 1.806 0.552 1.705
H -0.155 3.384 0.629
```



Below is a structure of composition C8H8O in a non-equilibrium geometry, with properties calculated with ωB97M-V/def2-TZVPD.

Calculated values
- highest occupied orbital energy (Ha) = -0.294
- LUMO (eV) = 0.678
- 2S+1 = 1
- total charge = 0
- Kohn-Sham gap (Ha) = 0.3191

Geometry as XYZ:
```
17
C8H8O | OMol25 | ωB97M-V/def2-TZVPD
C 0.836 2.419 -0.503
C 1.023 0.924 -0.655
C -0.232 -0.770 -1.435
C 0.200 0.461 -1.891
C -0.174 3.064 -0.039
C 0.437 -1.383 -0.235
C 0.079 0.040 -0.024
C -1.021 0.401 0.895
O -1.156 3.613 0.332
H 1.601 2.905 -0.989
H 2.197 0.549 -0.613
H -1.180 -1.311 -1.887
H -0.068 -2.095 0.502
H 1.467 -1.749 -0.227
H -1.960 -0.304 0.684
H -1.364 1.479 0.658
H -0.615 0.268 1.836
```



Below is the molecule C8H8O in a non-equilibrium geometry, with properties calculated with ωB97M-V/def2-TZVPD.

Calculated values
- highest occupied orbital energy (Ha) = -0.320
- LUMO (eV) = 1.121
- SMILES string = C1=C[C@]23C[C@H]2C=C[C@H]3O1
- 2S+1 = 1
- total charge = 0
- Kohn-Sham gap (Ha) = 0.3610

Geometry as XYZ:
```
17
C8H8O | OMol25 | ωB97M-V/def2-TZVPD
C 2.255 -0.012 0.049
C 1.547 -0.975 -0.529
C 0.061 -0.598 -0.162
C -0.794 -1.095 1.016
C -1.377 -0.904 -0.404
C -2.100 0.370 -0.266
C -1.191 1.336 0.027
C 0.153 0.841 -0.296
O 1.417 1.071 0.423
H 3.332 0.120 0.146
H 1.817 -1.946 -0.840
H -0.417 -2.058 1.077
H -1.321 -0.607 1.829
H -1.854 -1.859 -0.892
H -3.221 0.376 -0.402
H -1.337 2.352 0.358
H 0.344 1.269 -1.269
```



Results for energy relative to the best compared isomer or geometry (same formula, charge and spin): 623.2, 25.1, 119.1, 567.4, 548.8, 330.9 (in kJ/mol, following the order of the records).